20
Properties=species:S:1:pos:R:3:nbo_charge:R:1 method="wB97M-V/def2-TZVPD" smiles=C[C@@H](N)CNCN charge=0 spin_multiplicity=1 molar_mass_g_mol=103.169 lumo_energy_ev=1.04 homo_lumo_gap_ev=9.46 relative_energy_ev=1.063 e_homo_ev=-8.42
C 0.4965 -0.3863 0.1546 -0.22
N 0.4778 0.9687 0.6778 -0.66
C 1.6124 1.8189 0.2372 -0.05
N 1.3380 2.8471 -0.7360 -0.83
C -0.8272 -1.1257 0.4365 -0.05
C -1.7093 -1.1787 -0.8291 -0.61
N -0.5928 -2.4719 0.9367 -0.85
H 1.4282 -0.8878 0.4288 0.20
H 0.6846 -0.3648 -0.9492 0.14
H -0.4039 1.4500 0.5453 0.35
H 2.3757 1.1484 -0.1525 0.18
H 1.9681 2.2901 1.1513 0.18
H 0.4577 3.2893 -0.5502 0.35
H 1.2558 2.4705 -1.6706 0.35
H -1.2938 -0.4749 1.1892 0.17
H -2.4402 -1.9675 -0.6562 0.20
H -2.0250 -0.2115 -1.1956 0.22
H -1.0479 -1.6177 -1.5879 0.21
H -1.3151 -3.1139 0.6280 0.36
H -0.4398 -2.4823 1.9419 0.37



20
Properties=species:S:1:pos:R:3:mulliken_spin:R:1 method="wB97M-V/def2-TZVPD" charge=+1 spin_multiplicity=2 molar_mass_g_mol=103.169 lumo_energy_ev="-2.90 / -7.45" homo_lumo_gap_ev="10.49 / 5.93" relative_energy_ev=0.857 e_homo_ev="-13.39 / -13.39"
C -0.2188 0.7544 0.9690 0.01
C 1.1328 0.3467 0.4167 0.01
C 1.3867 -1.1693 0.6644 0.00
N 1.7661 -1.3341 2.1083 0.00
N -1.2505 0.4928 -0.0483 0.80
C -1.1428 0.5987 -1.4504 0.01
N -2.4880 0.4271 -2.0335 0.01
H -0.4300 0.1844 1.8702 0.03
H -0.3606 1.8350 1.0973 0.06
H 1.1898 0.5675 -0.6443 0.00
H 2.0258 0.8337 0.7838 0.00
H 0.4293 -1.6379 0.4316 0.00
H 2.2716 -1.3752 0.0727 0.00
H 1.4855 -2.2720 2.3685 0.00
H 2.7738 -1.4040 2.0029 0.00
H -2.1657 0.6506 0.3693 -0.03
H -0.4189 -0.0653 -1.9261 0.03
H -0.8490 1.6124 -1.7645 0.06
H -2.4971 -0.3215 -2.7180 0.00
H -2.6398 1.2761 -2.5696 0.00



20
Properties=species:S:1:pos:R:3:nbo_charge:R:1 method="wB97M-V/def2-TZVPD" charge=+2 spin_multiplicity=1 molar_mass_g_mol=103.169 lumo_energy_ev=-8.94 homo_lumo_gap_ev=10.86 relative_energy_ev=5.894 e_homo_ev=-19.80
C -0.4243 -2.4968 2.0651 0.19
C -0.1614 -0.3473 0.9544 -0.10
C -0.4786 2.3834 -1.3848 -0.68
C 0.4653 1.6560 -0.5718 -0.13
N -0.2643 -1.7593 1.0709 -0.43
N 0.9376 -1.0448 -0.9273 -0.69
N 0.1084 0.0436 -0.4878 -0.25
H -0.5576 -2.0996 3.0113 0.22
H -0.3755 -3.5701 2.1326 0.27
H -1.0379 0.0942 1.3657 0.27
H 0.6133 0.1698 1.5458 0.26
H -1.5554 2.4175 -1.1097 0.26
H -0.0860 3.3458 -1.3051 0.29
H -0.4784 2.0723 -2.4974 0.26
H 0.3555 1.7823 0.4875 0.20
H 1.4733 1.7756 -0.8327 0.25
H -0.1937 -2.2280 0.1009 0.48
H 1.9161 -0.8019 -0.6488 0.42
H 0.8235 -1.3158 -1.9361 0.44
H -1.0801 -0.0768 -1.0328 0.49



20
Properties=species:S:1:pos:R:3:nbo_charge:R:1 method="wB97M-V/def2-TZVPD" charge=+2 spin_multiplicity=1 molar_mass_g_mol=103.169 lumo_energy_ev=-7.76 homo_lumo_gap_ev=9.55 relative_energy_ev=4.292 e_homo_ev=-17.31
C -0.0267 1.2040 1.8777 -0.24
C -0.4475 0.8295 0.3673 -0.45
C 0.9881 0.5096 -0.2752 -0.03
N 0.5832 -3.0601 -1.9481 -0.72
C 0.2525 -1.9004 -2.4988 0.39
N 0.4452 -0.6722 -1.8402 -0.73
N -1.3253 1.7410 2.4421 -0.69
H 0.4123 0.3573 2.5123 0.27
H 0.6883 2.0860 1.7073 0.25
H -1.0639 -0.0708 0.3176 0.25
H -0.9518 1.6262 -0.0501 0.23
H 1.5419 -0.2353 0.3376 0.23
H 1.5812 1.2603 -0.9378 0.28
H 0.2331 -4.0039 -2.3719 0.46
H 1.2043 -3.1704 -1.1065 0.45
H -0.0829 -1.8781 -3.6381 0.26
H 1.0667 -0.2115 -2.5951 0.40
H -1.7227 2.4904 1.8638 0.45
H -1.2391 2.1265 3.3713 0.46
H -2.1366 0.9720 2.4649 0.47



20
Properties=species:S:1:pos:R:3:nbo_charge:R:1 method="wB97M-V/def2-TZVPD" charge=+2 spin_multiplicity=1 molar_mass_g_mol=103.169 lumo_energy_ev="-7.18 / -7.18" homo_lumo_gap_ev="6.45 / 6.44" relative_energy_ev=7.966 e_homo_ev="-13.63 / -13.62"
C 4.6337 -0.6410 -1.1300 0.02
C 4.6383 1.2174 1.1390 -0.07
C 2.4613 -1.6687 -1.1381 -0.43
C -8.5093 0.5103 1.2235 0.15
N -8.7890 0.9407 0.0673 -0.59
N 3.3383 -0.5468 -1.6146 -0.67
N 5.8364 1.3666 1.4721 -0.68
H 5.0118 -1.4051 -0.4268 0.17
H 4.0677 2.1338 1.1017 0.14
H 2.5899 -1.6767 -0.0714 0.24
H 1.4612 -1.5181 -1.5745 0.23
H 2.9372 -2.5998 -1.4107 0.24
H -9.3112 0.1439 1.8474 0.26
H -7.3605 0.4781 1.4194 0.25
H -9.7537 1.1620 -0.2465 0.46
H -7.9770 1.0887 -0.6768 0.47
H 2.9536 0.4824 -1.3196 0.50
H 3.5463 -0.5748 -2.6906 0.49
H 6.4614 0.4846 1.5614 0.41
H 6.2716 2.2370 1.5855 0.40



21
Properties=species:S:1:pos:R:3:nbo_charge:R:1 method="wB97M-V/def2-TZVPD" smiles="[H]/N=C/N(C)C.CNO" charge=0 spin_multiplicity=1 molar_mass_g_mol=119.168 lumo_energy_ev=0.90 homo_lumo_gap_ev=9.28 relative_energy_ev=3.495 e_homo_ev=-8.38
C 1.6670 0.9756 1.2328 -0.42
C 1.4671 -1.3960 0.6748 -0.41
N 1.0725 -0.0325 0.3730 -0.47
C 0.8599 0.3009 -0.9598 0.29
N 0.9022 1.5130 -1.3419 -0.72
H 0.6325 1.6385 -2.3113 0.35
H 0.6029 -0.5721 -1.5703 0.17
H 1.3000 0.8433 2.2528 0.20
H 1.3866 1.9527 0.8487 0.25
H 2.7579 0.9049 1.2375 0.19
H 2.5349 -1.5674 0.5011 0.18
H 1.2427 -1.6039 1.7227 0.20
H 0.8827 -2.0764 0.0577 0.23
C -2.5124 0.6342 -0.5285 -0.43
N -1.7990 -0.3737 0.2248 -0.39
O -1.6711 -1.5806 -0.5556 -0.63
H -2.4317 -2.1225 -0.3078 0.47
H -0.7751 -0.1352 0.5835 0.39
H -2.0289 0.8735 -1.4831 0.17
H -2.5614 1.5310 0.0877 0.21
H -3.5294 0.2926 -0.7389 0.19



21
Properties=species:S:1:pos:R:3:nbo_charge:R:1 method="wB97M-V/def2-TZVPD" charge=0 spin_multiplicity=1 molar_mass_g_mol=119.168 lumo_energy_ev=0.70 homo_lumo_gap_ev=9.38 relative_energy_ev=2.327 e_homo_ev=-8.68
C -0.4678 0.4104 -1.3782 -0.22
C -0.4861 -0.3317 -0.0312 -0.43
C 0.4081 0.4500 0.9862 -0.22
N -1.8631 -0.6261 2.9545 -0.72
C -0.5937 -0.8258 2.9642 0.27
N 0.3853 -0.1504 2.3263 -0.62
N -0.9070 1.8312 -1.2682 -0.84
H 0.5869 0.5557 -1.6729 0.19
H -1.0949 -0.1330 -2.0858 0.19
H -0.0005 -1.3278 -0.0447 0.21
H -1.5266 -0.5049 0.1670 0.21
H 1.4037 0.4454 0.5690 0.20
H 0.0887 1.4945 1.0273 0.18
H -2.2538 -0.1001 2.1783 0.33
H -0.2329 -1.2273 3.9359 0.16
H 1.2933 -0.1020 2.7549 0.39
H -1.6722 1.8799 -0.6086 0.35
H -0.1228 2.4226 -1.0581 0.36
H 2.0628 -2.0293 -3.5131 0.47
H 2.4491 -0.9115 -4.5583 0.48
O 2.5435 -1.2199 -3.6446 -0.95



21
Properties=species:S:1:pos:R:3:nbo_charge:R:1 method="wB97M-V/def2-TZVPD" smiles=C[C@@H](O)[C@@H](N)C(N)N charge=0 spin_multiplicity=1 molar_mass_g_mol=119.168 lumo_energy_ev=0.95 homo_lumo_gap_ev=9.07 relative_energy_ev=2.915 e_homo_ev=-8.11
C -1.2185 0.3606 0.4871 0.13
C 1.1751 -0.6143 0.6788 0.09
C 0.0395 0.5197 -0.2550 -0.05
C -2.3102 0.4916 -0.9546 -0.68
N 2.5250 -0.4626 0.1910 -0.87
N 0.6652 -1.9598 0.4256 -0.87
N 0.6261 1.8122 -0.2066 -0.85
O -1.5190 -0.7394 1.2229 -0.73
H -0.9692 -1.5105 0.8803 0.50
H -1.4598 1.2489 1.0776 0.17
H 1.1190 -0.4157 1.7521 0.18
H 0.0936 0.0441 -1.2405 0.16
H 0.8546 -2.2076 -0.5416 0.37
H 3.1480 -0.0275 0.8629 0.37
H 2.5799 0.0871 -0.6602 0.35
H 1.1285 -2.6505 1.0104 0.37
H 1.2622 1.9840 -0.9754 0.36
H -0.0367 2.5716 -0.1186 0.37
H -3.1809 1.0359 -0.5954 0.20
H -2.5591 -0.5432 -1.1759 0.20
H -1.9634 0.9755 -1.8647 0.19



22
Properties=species:S:1:pos:R:3:nbo_charge:R:1 method="wB97M-V/def2-TZVPD" charge=0 spin_multiplicity=1 molar_mass_g_mol=135.167 lumo_energy_ev=0.80 homo_lumo_gap_ev=8.97 relative_energy_ev=4.436 e_homo_ev=-8.17
C -1.6182 -1.3921 1.4683 -0.44
C 1.8320 -0.0380 0.0953 -0.74
N -0.5764 -0.3642 1.3895 -0.38
C 0.5358 -0.7544 -0.1214 0.81
N 0.1009 -0.0653 2.6039 -0.65
O 0.3980 -1.9121 -0.4005 -0.63
H -0.5744 0.1615 3.3351 0.34
H 0.5981 -0.9063 2.8879 0.36
H -2.1286 -1.4218 0.5077 0.24
H -1.1410 -2.3556 1.6465 0.21
H -2.3347 -1.1553 2.2582 0.19
H 2.1068 0.4492 -0.8450 0.26
H 1.7230 0.7536 0.8305 0.24
H 2.5885 -0.7627 0.3861 0.23
C 0.0515 1.3159 -3.0109 -0.43
N 0.1402 1.4681 -1.5660 -0.35
O -0.4976 0.3670 -0.9408 -0.59
H -0.9537 0.4868 0.9028 0.43
H -0.3869 2.2921 -1.2798 0.33
H 0.4988 2.1970 -3.4742 0.19
H -0.9795 1.2042 -3.3693 0.17
H 0.6176 0.4326 -3.3038 0.20



22
Properties=species:S:1:pos:R:3:nbo_charge:R:1 method="wB97M-V/def2-TZVPD" charge=0 spin_multiplicity=1 molar_mass_g_mol=135.167 lumo_energy_ev=0.73 homo_lumo_gap_ev=8.92 relative_energy_ev=1.754 e_homo_ev=-8.19
C -0.9691 1.2302 -0.6254 0.38
C 0.2876 0.1759 -1.6774 -0.60
C 1.5868 -0.6413 -1.6158 -0.65
N -0.3385 1.9684 0.3700 -0.86
O -2.0883 0.5859 -0.2511 -0.73
H -2.1172 0.4786 0.7468 0.51
H -1.1848 1.8623 -1.4921 0.16
H -0.1462 1.4701 1.2288 0.38
H 0.4488 2.5101 0.0469 0.38
H 0.5781 1.0847 -2.2207 0.19
H -0.4183 -0.2905 -2.3697 0.19
H 2.1359 -0.4113 -0.6988 0.20
H 1.3513 -1.7037 -1.5576 0.20
H 2.2043 -0.4766 -2.5052 0.23
C -0.5637 -0.8633 1.8007 0.78
N -0.5581 -1.5560 0.6378 -0.88
N 0.6633 -0.7074 2.3995 -0.84
O -1.5466 -0.2247 2.2146 -0.69
H 1.3928 -1.3650 2.1789 0.40
H -1.4787 -1.6161 0.2213 0.41
H 0.1063 -1.1969 -0.1577 0.44
H 0.6541 -0.3133 3.3262 0.41



22
Properties=species:S:1:pos:R:3:nbo_charge:R:1 method="wB97M-V/def2-TZVPD" charge=0 spin_multiplicity=1 molar_mass_g_mol=135.167 lumo_energy_ev=-0.88 homo_lumo_gap_ev=7.67 relative_energy_ev=6.951 e_homo_ev=-8.54
C -1.4071 0.9735 -1.0192 -0.23
C -2.0847 1.2318 1.2886 -0.42
C -0.3335 0.4189 -1.9444 -0.61
N -1.1612 0.5854 0.3684 -0.19
O -1.4079 -0.8310 0.4630 -0.63
H -0.5557 -1.1992 0.7727 0.50
H -2.4013 0.6287 -1.3421 0.17
H -1.4026 2.0666 -1.0507 0.19
H -1.9076 2.3082 1.2662 0.19
H -1.8877 0.8618 2.2938 0.21
H -3.1351 1.0287 1.0381 0.17
H 0.6455 0.8155 -1.6720 0.20
H -0.2962 -0.6666 -1.8699 0.22
H -0.5442 0.6941 -2.9784 0.21
C 1.7937 -0.2876 1.4210 0.02
O 1.1415 -1.3617 1.5962 -0.57
N 2.0726 -1.7949 -0.5961 -0.04
N 2.7864 -2.7244 -0.6589 -0.26
H 3.8181 -2.6266 -0.6940 0.34
H 1.2348 0.6244 1.1587 0.18
H 2.6655 -0.0955 2.0758 0.15
H 2.3668 -0.6502 0.0830 0.19



21
Properties=species:S:1:pos:R:3:nbo_charge:R:1 method="wB97M-V/def2-TZVPD" charge=+1 spin_multiplicity=1 molar_mass_g_mol=117.176 lumo_energy_ev=-3.99 homo_lumo_gap_ev=9.04 relative_energy_ev=6.021 e_homo_ev=-13.03
C 0.4587 0.6178 1.3396 -0.23
C 1.5906 0.7934 0.2175 0.08
C -1.1180 -1.2391 1.1477 -0.08
C -0.9137 -0.7074 -1.7907 -0.43
N 0.6920 0.7640 -0.9677 -0.49
N -0.4271 -0.3636 0.5658 -0.06
N 2.3512 -0.4031 0.2315 -0.84
N -0.4520 0.1101 -0.6401 -0.05
H 0.8379 0.0896 2.1662 0.24
H -0.1022 1.4849 1.6479 0.24
H 2.2728 1.6126 0.5098 0.25
H -1.8725 -1.8735 0.6427 0.23
H -1.2822 -1.2679 2.2460 0.25
H -2.5714 1.5838 0.6149 0.05
H -0.1367 -1.4227 -1.9420 0.22
H -1.8729 -1.2199 -1.5684 0.23
H -1.0642 -0.0675 -2.7342 0.26
H 0.5498 1.6836 -1.4086 0.41
H 3.3462 -0.2362 -0.0264 0.40
H 1.8737 -0.9223 -0.5588 0.37
H -2.1600 0.9836 0.3072 -0.06